1.
{
  "formula": "C5H9N4",
  "method": "wB97M-V/def2-TZVPD",
  "e_homo_ev": -13.47,
  "relative_energy_kj_mol": 358.9,
  "total_charge": 1,
  "lumo_energy_ev": -3.32,
  "homo_lumo_gap_ev": 10.1505,
  "symbols": ["N", "C", "H", "H", "H", "H", "H", "C", "C", "N", "H", "H", "C", "N", "N", "H", "C", "H"],
  "positions_angstrom": [[-1.4112, 1.6734, 0.1974], [2.2924, -0.9292, -0.7317], [-0.9498, -1.4135, -1.0015], [-2.5814, -0.6106, 1.4280], [-2.5356, -0.6000, -0.9635], [1.3276, 2.0067, 0.6397], [3.7399, 0.4879, 0.2774], [-0.8637, 0.1510, 0.1259], [1.5551, 0.9368, 0.3460], [0.9770, -0.9281, -0.7807], [-2.3892, 1.6381, 0.1881], [2.9298, -1.6973, -1.1339], [2.7166, 0.2439, -0.0022], [0.5724, 0.1073, -0.1108], [-1.6621, -0.9195, -0.4918], [-1.0592, 2.3952, -0.4203], [-1.5131, -0.8296, 0.9875], [-1.1457, -1.7127, 1.4464]],
  "lowdin_charge": [0.146, -0.080, 0.133, 0.184, 0.207, 0.151, 0.108, -0.309, -0.022, 0.042, 0.041, 0.116, -0.023, -0.135, 0.175, 0.085, 0.053, 0.128]
}

2.
{
  "formula": "CH5O5P2",
  "method": "wB97M-V/def2-TZVPD",
  "e_homo_ev": -5.45,
  "relative_energy_kj_mol": 20.7,
  "total_charge": -1,
  "lumo_energy_ev": 3.71,
  "homo_lumo_gap_ev": 9.1634,
  "symbols": ["H", "O", "O", "H", "O", "C", "O", "P", "H", "O", "P", "H", "H"],
  "positions_angstrom": [[0.3209, 1.7055, 0.8654], [-0.4213, 0.7815, -3.0741], [0.3872, -1.0454, -0.0622], [-0.4714, 1.4453, 2.4423], [-1.9362, -0.2067, 0.5571], [0.1983, 1.0235, 1.7010], [-0.5745, -1.5540, 2.2624], [-0.4395, -0.6175, 1.1272], [1.1658, 0.8321, 2.1564], [1.6250, -0.5481, -2.7195], [-0.0164, -0.5752, -2.7251], [1.9688, -1.2513, -2.1664], [-1.8067, 0.0104, -0.3644]],
  "lowdin_charge": [0.027, -0.478, -0.459, 0.025, -0.208, -0.177, -0.371, 0.186, 0.026, -0.328, 0.734, 0.015, 0.007]
}

3.
{
  "formula": "C2H4ClNO3",
  "method": "wB97M-V/def2-TZVPD",
  "e_homo_ev": [-9.36, -9.35],
  "relative_energy_kj_mol": 600.8,
  "total_charge": 0,
  "lumo_energy_ev": [-1.01, -1.02],
  "homo_lumo_gap_ev": [8.3457, 8.3285],
  "symbols": ["O", "Cl", "H", "H", "O", "H", "H", "C", "C", "O", "N"],
  "positions_angstrom": [[-2.1441, 1.0258, 1.1006], [-1.6703, 0.0828, -1.6518], [1.4052, -0.1826, 1.0546], [0.1619, -1.5640, -0.0075], [1.6815, -0.1463, 0.2068], [1.2864, -1.1118, -1.5105], [0.2650, 1.3560, -1.1101], [-0.2321, 0.5045, -0.8858], [0.7197, -0.7017, -0.5818], [-0.4340, 0.1603, 2.1639], [-1.0392, 0.5769, 1.2216]],
  "lowdin_charge": [0.010, 0.740, 0.004, 0.151, -0.041, 0.150, 0.048, -0.466, -0.336, 0.050, -0.310]
}

4.
{
  "formula": "C27H72O9",
  "method": "wB97M-V/def2-TZVPD",
  "e_homo_ev": -9.75,
  "relative_energy_kj_mol": 83.4,
  "total_charge": 0,
  "lumo_energy_ev": 0.51,
  "homo_lumo_gap_ev": 10.2572,
  "symbols": ["C", "C", "C", "H", "H", "H", "C", "H", "C", "C", "H", "H", "C", "C", "H", "C", "H", "O", "O", "C", "C", "H", "O", "H", "H", "H", "H", "H", "H", "H", "H", "H", "H", "C", "H", "H", "H", "H", "O", "H", "H", "H", "H", "H", "C", "H", "H", "C", "H", "H", "H", "H", "C", "H", "C", "H", "C", "C", "O", "C", "H", "H", "H", "H", "C", "H", "O", "H", "C", "H", "O", "H", "H", "H", "H", "H", "H", "C", "H", "H", "H", "C", "C", "H", "H", "H", "H", "H", "H", "H", "O", "C", "H", "H", "H", "H", "H", "O", "C", "H", "H", "H", "H", "H", "H", "C", "H", "H"],
  "positions_angstrom": [[-6.8505, 1.1311, 3.2479], [0.0836, -0.7728, 0.0685], [0.5873, -0.0933, 1.3473], [2.6872, 2.7976, -1.3216], [-2.1239, -6.0964, 4.3271], [-0.1263, 1.0636, -0.5758], [1.9387, -1.3431, -5.3429], [0.0478, -6.4951, 2.0320], [-1.6323, 3.6742, -0.2465], [2.6874, 3.8249, 3.5437], [-2.9271, 3.5170, 1.5178], [4.8543, 2.0056, 1.3054], [-2.2419, -5.9098, 3.2603], [-4.5562, 0.4232, 2.5526], [1.4345, -1.7039, -6.2415], [1.1050, 5.2077, -3.1945], [0.1648, 3.2811, 0.6050], [1.8048, -0.6100, -3.0989], [1.3268, 4.3807, 1.6141], [1.9477, 3.1312, -2.0528], [-1.4902, -6.2890, -2.7146], [-1.8259, 2.3957, -1.9435], [-4.9884, 0.9997, 4.7975], [-2.8317, -6.7276, -1.0230], [0.0652, 5.0295, -2.8984], [-3.1852, -5.3717, 3.1174], [3.4360, 0.2565, 0.4637], [-2.0408, -0.5829, 0.6702], [-1.6840, 4.8192, 1.5354], [1.3064, 5.3362, 1.7437], [1.2338, -0.4550, -2.3076], [3.8120, 0.5952, -1.8988], [-3.2581, -5.2859, -1.9413], [-2.3997, 4.2631, 0.9282], [-1.0964, 4.4823, -0.7632], [4.7171, 4.3192, 1.5909], [-3.5595, -6.8460, -2.6480], [3.5323, 4.6891, 0.2816], [4.2888, 1.1214, -1.2422], [-0.5563, -2.1886, -3.1531], [2.2051, 2.7403, -3.0382], [-0.1007, -2.8679, -4.7246], [2.6925, 2.8467, 1.6118], [0.9600, 2.7618, -1.7810], [4.4024, 0.3490, -0.0425], [-1.3623, -4.7595, 1.7008], [0.9259, -3.1305, -3.3326], [0.2865, -2.3944, -3.8175], [-3.0238, 2.0878, -0.6502], [3.6547, 3.4766, 3.9056], [2.5784, -0.4963, -5.5886], [5.7246, 0.4724, 1.6590], [-0.9112, -3.8148, 3.4843], [4.3625, -1.5485, -1.0863], [-2.8464, -6.2994, -2.0191], [-5.6429, 1.3706, 5.3947], [-5.3455, 1.3238, 3.4523], [-1.3205, -1.3141, 0.2979], [0.0705, 0.2183, -1.0126], [2.6133, 3.8607, 2.0210], [5.1615, -1.5917, 0.5174], [-0.3507, -5.6096, -1.0703], [-5.1087, 2.3785, 3.2552], [1.6971, 5.0485, -1.1383], [-1.0966, -5.0865, 2.7140], [6.2172, 1.5067, 0.3648], [-0.6005, 2.7857, 0.2600], [1.4613, 0.5350, 1.1568], [5.3282, 1.1226, 0.8765], [2.4595, 4.8203, 3.9306], [0.1132, -5.8127, 2.7106], [-0.1574, -3.2106, 2.9732], [0.3985, -5.1823, -2.6003], [-3.1092, 3.5230, -1.7790], [-1.2859, -2.0202, 1.1440], [-1.0391, -4.2952, -2.0303], [-1.4444, -8.2103, -3.0313], [3.7227, 4.6878, 1.3530], [-1.6453, -1.8579, -0.5861], [3.9557, 4.5799, -1.8952], [0.7748, -1.5878, -0.1677], [2.0071, 4.6542, -2.1178], [-2.4756, 2.8522, -1.1922], [5.9571, -0.8462, -0.8818], [-7.1322, 1.3279, 2.2084], [1.1943, 6.2942, -3.2644], [-7.4088, 1.8676, 3.8347], [-0.5971, -4.0002, 4.5105], [0.2691, -0.3487, -4.4509], [-3.4909, 0.6888, 2.5517], [3.3321, 5.0404, -2.4692], [-0.5557, -5.2664, -2.0887], [-1.6129, -6.0170, -3.7719], [3.6250, 5.7156, 1.7294], [-4.8327, 0.4486, 1.4983], [-0.1767, 0.5749, 1.7557], [-1.8297, -3.2277, 3.4750], [-0.8638, -7.5870, -2.5750], [1.0130, -1.1105, -4.1688], [1.3204, 4.7636, -4.1628], [-4.6080, -0.6058, 2.9152], [0.8720, -0.8195, 2.1143], [2.6280, -2.1652, -5.0909], [-3.1345, 4.9910, 0.5638], [-2.3348, -6.8536, 2.7200], [4.9980, -1.0021, -0.3862], [1.9250, 3.1353, 3.9072], [-7.1499, 0.1159, 3.5023]],
  "lowdin_charge": [-0.063, -0.423, -0.052, 0.060, 0.083, 0.040, -0.068, 0.091, -0.462, -0.043, 0.071, 0.046, -0.060, -0.074, 0.077, -0.054, 0.055, -0.074, -0.079, -0.040, -0.479, 0.078, -0.050, 0.076, 0.070, 0.082, 0.112, 0.071, 0.072, 0.102, 0.053, 0.075, 0.079, -0.043, 0.128, 0.078, 0.077, 0.056, -0.065, 0.068, 0.094, 0.085, 0.120, 0.063, -0.485, 0.125, 0.069, -0.066, 0.079, 0.083, 0.077, 0.082, -0.066, 0.078, -0.064, 0.082, -0.505, -0.040, -0.091, -0.461, 0.081, 0.080, 0.130, 0.117, -0.539, 0.090, -0.107, 0.055, -0.049, 0.083, -0.035, 0.067, 0.072, 0.086, 0.063, 0.061, 0.085, -0.034, 0.070, 0.075, 0.138, -0.509, -0.042, 0.088, 0.079, 0.081, 0.076, 0.088, 0.139, 0.071, -0.048, -0.061, 0.135, 0.090, 0.080, 0.078, 0.082, -0.058, -0.501, 0.085, 0.087, 0.080, 0.086, 0.084, 0.076, -0.052, 0.081, 0.084]
}

5.
{
  "formula": "C5H10N2O",
  "method": "wB97M-V/def2-TZVPD",
  "e_homo_ev": [-7.24, -7.23],
  "relative_energy_kj_mol": 365.1,
  "total_charge": 0,
  "lumo_energy_ev": [0.49, 0.49],
  "homo_lumo_gap_ev": [7.7242, 7.7216],
  "symbols": ["H", "H", "N", "C", "C", "H", "C", "N", "H", "H", "H", "C", "H", "O", "H", "C", "H", "H"],
  "positions_angstrom": [[0.4823, -0.0694, 2.5890], [-2.9487, 0.5128, -0.8974], [2.0632, -0.4301, -1.0458], [1.1072, 0.4577, -0.7056], [1.0527, -0.2829, 1.6905], [2.0920, 0.0113, 1.8553], [-1.8708, 0.5145, -1.0706], [-1.5690, -0.9055, 0.9440], [-1.6510, -0.1501, -1.9090], [2.3024, -0.5798, -2.0114], [-2.4753, -1.2768, 0.6724], [0.4441, 0.4790, 0.5299], [2.3660, -1.1250, -0.3815], [-0.4441, 1.4826, 0.8293], [1.0015, -1.3635, 1.5345], [-1.1879, 0.0368, 0.1860], [-1.5847, 1.5290, -1.3330], [0.8202, 1.1595, -1.4766]],
  "lowdin_charge": [0.085, 0.084, 0.121, -0.074, -0.030, 0.084, -0.033, 0.112, 0.082, 0.103, 0.056, -0.519, 0.098, -0.062, 0.076, -0.397, 0.076, 0.137]
}

6.
{
  "formula": "C4H2F12KO13S4",
  "method": "wB97M-V/def2-TZVPD",
  "e_homo_ev": [-3.96, -3.96],
  "spin_multiplicity": 2,
  "total_charge": -2,
  "lumo_energy_ev": [3.48, -1.41],
  "homo_lumo_gap_ev": [7.4482, 2.5421],
  "symbols": ["O", "O", "F", "H", "C", "O", "O", "O", "F", "O", "O", "O", "S", "K", "F", "S", "F", "F", "C", "O", "O", "C", "F", "O", "S", "F", "F", "H", "F", "S", "C", "O", "F", "F", "F", "O"],
  "positions_angstrom": [[-1.4721, -3.8162, 3.3037], [-3.7136, -3.7246, 2.1674], [0.6154, 3.5034, 2.0955], [2.3121, -4.2291, -0.7392], [0.0564, 2.4990, 2.7648], [-3.5561, -0.0660, -1.4411], [-2.3132, -5.7416, 2.0875], [2.5157, 1.5447, 3.3885], [-1.0841, 2.0923, 2.2441], [-2.3122, 0.8500, -3.3540], [-1.1592, 0.5187, -1.3249], [2.6364, -3.3566, -0.9624], [-2.3437, -4.2806, 2.1700], [0.8475, -1.2416, -0.4842], [-0.1785, 2.9583, 3.9438], [2.6922, 1.2418, -2.8677], [-2.7916, 3.5226, -2.4766], [-2.3950, -3.6904, -0.3553], [-1.4722, -3.6755, 0.5740], [1.6317, 1.7749, -3.7153], [4.0104, 1.1567, -3.5848], [-2.9678, 2.7321, -1.4456], [4.1251, 2.5175, -0.9294], [0.6635, 0.1743, 3.8947], [1.2427, 1.0354, 2.8272], [-1.1279, -2.4708, 0.8808], [-4.2265, 2.8377, -1.1553], [3.5880, -3.4548, -0.9929], [-2.2336, 3.2091, -0.4025], [-2.4689, 0.8135, -1.9262], [2.9266, 2.5877, -1.3896], [1.3878, 0.4492, 1.4714], [2.6639, 3.8121, -1.7691], [1.9924, 2.4089, -0.4180], [-0.4739, -4.4500, 0.1673], [2.3826, -0.0419, -2.2464]],
  "lowdin_spin": [0.001, 0.000, -0.002, 0.000, -0.009, 0.000, 0.001, 0.430, -0.002, 0.000, 0.000, 0.000, 0.000, -0.001, -0.003, 0.000, 0.000, 0.000, 0.000, 0.000, 0.000, 0.000, 0.000, 0.464, -0.060, 0.000, 0.000, 0.000, 0.000, 0.000, 0.000, 0.179, 0.000, 0.000, 0.000, 0.000]
}

7.
{
  "formula": "C5H24N2O7",
  "method": "wB97M-V/def2-TZVPD",
  "e_homo_ev": -8.30,
  "relative_energy_kj_mol": 268.4,
  "total_charge": 0,
  "lumo_energy_ev": 0.21,
  "homo_lumo_gap_ev": 8.5043,
  "symbols": ["H", "H", "H", "H", "H", "H", "C", "H", "C", "O", "N", "C", "H", "H", "H", "C", "H", "H", "C", "H", "H", "N", "H", "H", "H", "H", "O", "H", "O", "O", "H", "O", "H", "O", "H", "O", "H", "H"],
  "positions_angstrom": [[-2.1396, 2.0159, -1.5137], [-0.0099, 1.3151, -0.7310], [3.8318, 1.6967, 1.6234], [0.7276, 1.5252, 2.9998], [-0.1884, 1.6735, -3.3505], [1.1846, 2.7730, 1.9704], [-0.7385, 1.7162, -0.0758], [-1.2014, 2.0344, 1.9910], [1.5932, -0.5871, 1.3950], [-0.3028, -3.4821, -0.5726], [3.2073, 1.1020, 2.1587], [0.8673, 1.7190, 1.9383], [0.5782, -1.9534, -1.7749], [1.4687, -0.8041, 2.4600], [3.6505, 0.1905, 2.2144], [2.0009, 0.9035, 1.3260], [-0.4325, -3.1143, 0.2964], [2.5324, -2.2398, 0.7128], [-0.4727, 1.7932, 1.2222], [0.6154, -0.4667, 0.8974], [-2.6652, -0.6726, -0.8464], [-2.0691, 1.7449, -0.5518], [-0.6493, -1.6526, 2.0354], [-1.3774, -0.4578, -2.5803], [-2.2392, -1.7478, 1.5554], [0.7895, 1.0630, -2.3943], [-1.5537, -1.8982, 2.2053], [-2.7077, 2.2611, 0.0316], [-2.8840, -1.6110, -0.7494], [-2.0503, -0.4455, -3.2709], [-2.1006, 0.5035, -3.4351], [0.4010, 1.9109, -2.6256], [1.3972, -0.7271, -1.1715], [0.6572, -0.9926, -1.7217], [-1.1148, -3.1692, -0.9942], [2.5755, -1.2821, 0.6895], [-3.1671, -1.8580, -1.6370], [1.9859, 1.2201, 0.2734]],
  "lowdin_charge": [0.059, 0.049, 0.076, 0.111, 0.039, 0.118, -0.209, 0.104, -0.261, -0.045, 0.061, -0.185, 0.039, 0.138, 0.065, -0.386, 0.008, 0.103, -0.107, 0.091, 0.009, 0.054, -0.013, -0.007, 0.018, 0.008, -0.038, 0.088, -0.059, -0.047, 0.031, -0.051, 0.023, -0.050, 0.027, -0.043, 0.040, 0.140]
}

8.
{
  "formula": "C28H22N2O2S",
  "method": "wB97M-V/def2-TZVPD",
  "e_homo_ev": -6.54,
  "total_charge": 0,
  "lumo_energy_ev": -1.83,
  "homo_lumo_gap_ev": 4.7087,
  "symbols": ["H", "C", "C", "H", "H", "C", "C", "H", "C", "C", "H", "H", "C", "H", "C", "N", "C", "H", "C", "C", "C", "C", "C", "C", "N", "O", "C", "C", "H", "C", "H", "C", "H", "H", "C", "O", "C", "C", "H", "C", "C", "H", "S", "C", "H", "C", "H", "H", "H", "H", "H", "H", "H", "C", "C"],
  "positions_angstrom": [[2.5465, 2.1295, 3.8451], [3.4463, 1.9230, 0.5616], [2.6498, 2.1010, 1.6933], [6.2829, 0.8265, 2.0954], [-1.4633, 3.6440, 1.6123], [4.7492, 1.4426, 0.7071], [-1.4440, 1.4482, 1.4010], [-1.2655, 1.8628, -1.5247], [3.0533, -2.6307, -0.1772], [0.9841, -1.4674, -0.7745], [4.0499, -2.6220, 0.2690], [3.0384, 2.1532, -0.4213], [0.1836, -0.3173, -0.8302], [0.9513, -4.7960, -1.7399], [-1.2191, -3.8609, -2.7167], [-0.6971, -2.6566, -2.0573], [-0.9500, -0.2697, -1.6415], [4.8783, 1.2710, 4.1219], [0.5046, -2.6893, -1.3818], [2.5507, -3.8275, -0.7164], [-2.7705, 0.9158, -2.7537], [-1.4082, -1.4904, -2.2571], [-3.2259, -0.2922, -3.3136], [-2.0490, 2.7240, 1.5772], [-6.8025, 1.9554, 2.0962], [1.0009, 3.4781, 0.2729], [-5.6503, 1.8342, 1.9520], [-2.2703, 0.3053, 1.4914], [-1.7972, -0.6788, 1.4239], [-4.2275, 1.6882, 1.7854], [2.6795, -0.5415, 0.1868], [-3.4158, 2.8301, 1.7703], [3.1253, -4.7471, -0.6666], [-3.8586, 3.8188, 1.9229], [-3.6367, 0.4220, 1.6710], [0.5841, 3.1904, 2.7469], [5.2641, 1.2058, 1.9872], [-2.5452, -1.4796, -3.0738], [-2.9024, -2.4077, -3.5256], [1.2951, -3.8502, -1.3209], [-1.6497, 0.9298, -1.9425], [-0.6105, -4.7286, -2.4612], [0.9609, 2.6477, 1.4628], [4.4781, 1.4484, 3.1185], [-4.2647, -0.4676, 1.7364], [-0.0325, 1.2184, 1.1250], [-1.2159, -3.7363, -3.8138], [-2.2507, -4.0570, -2.3829], [0.4015, 0.3467, 1.6123], [-4.1163, -0.3137, -3.9381], [5.3454, 1.2553, -0.1882], [0.5904, 0.6386, -0.4372], [-3.3090, 1.8412, -2.9621], [2.2850, -1.4811, -0.2051], [3.1689, 1.9132, 2.9780]],
  "lowdin_charge": [0.115, -0.088, -0.281, 0.104, 0.101, -0.085, -0.277, 0.132, -0.068, -0.110, 0.110, 0.116, 0.032, 0.095, -0.014, -0.023, -0.120, 0.108, -0.109, -0.054, -0.057, -0.121, -0.046, -0.032, 0.127, -0.332, -0.197, -0.049, 0.116, -0.254, 0.102, -0.029, 0.110, 0.123, -0.040, -0.322, -0.082, -0.022, 0.099, -0.015, 0.016, 0.068, 0.671, -0.073, 0.116, -0.244, 0.113, 0.108, 0.090, 0.113, 0.108, 0.078, 0.113, 0.007, -0.047]
}

> What is the formula in the eighth record?

C28H22N2O2S